Below is a single C7H8F4N2 molecule in a non-equilibrium geometry, with properties calculated with ωB97M-V/def2-TZVPD.

Structure (ORCA input):
```
! RIJCOSX wB97M-V def2-TZVPD def2/J DEFGRID3
* xyz 0 1
C -1.7414 -1.4342 -0.4573
C -0.4250 -1.3000 -0.3091
C -2.1741 0.9623 -0.5154
C -2.6905 -0.3763 -0.0809
C 0.1776 -0.3043 0.5457
C 2.1316 0.9990 1.2811
C 2.1239 0.0268 -0.9264
N -1.0292 1.3078 -0.4676
N 1.4834 0.0794 0.3349
F 0.3958 -2.1947 -0.8728
F -3.1119 1.8514 -0.8576
F -2.8743 -0.2726 1.2990
F -0.1806 -0.1912 1.8616
H -2.2531 -2.2798 -0.8976
H -3.6929 -0.5732 -0.6021
H 2.2196 0.5543 2.2218
H 3.0473 1.2797 0.8266
H 1.5612 1.9107 1.3427
H 2.8283 -0.8004 -0.8203
H 1.5035 -0.1969 -1.6812
H 2.7009 0.9522 -1.2252
*
```

E_HOMO (spin up / spin down) = -8.21 / -8.21 eV
Kohn-Sham gap (spin up / spin down) = 7.968 / 7.972 eV
Electronic energy = -21234.716 eV